A molecular structure, C23H27FN4O3 at a distorted geometry, computed with ωB97M-V with the def2-TZVPD basis set.

## Properties
Frontier orbital gap in eV: 9.06
Relative energy (zero: lowest compared OMol25 entry of this formula, charge and spin) in kJ/mol: 2152.7
Calculated total energy in Ha: -1436.49001

XYZ file:
```
58
C23H27FN4O3 | the Open Molecules 2025 dataset | ωB97M-V with the def2-TZVPD basis set
C 3.88914 -3.92669 3.35746
C 2.61645 -3.13724 2.90099
O 1.57568 -3.09572 3.61287
N 2.66990 -2.66590 1.69553
H 3.68125 -2.66393 1.04900
C 1.62865 -1.92021 1.33030
H 1.06076 -1.58816 2.32685
C 0.68425 -2.83571 0.18756
C 0.16427 -4.05975 0.95459
C 0.89779 -5.11651 0.97149
C 0.25755 -6.36356 1.73843
C -0.75286 -6.30137 2.42535
C -1.24904 -4.93433 2.43627
C -1.09757 -3.87890 1.80095
H -1.50844 -3.01360 1.71550
H -2.31846 -4.91049 3.27657
F -1.00826 -7.10175 3.24076
H 1.01983 -7.16834 1.80611
H 1.65077 -5.20616 0.27826
H 1.21521 -3.05708 -0.45077
H -0.12182 -2.22662 -0.13321
C 2.03989 -0.80824 0.66467
O 3.14473 -0.84676 0.05393
N 1.31585 0.37063 0.51608
C -0.06546 0.44059 0.54325
H -0.02856 1.54660 1.36418
C -0.68844 0.91984 -0.42966
N -0.50224 1.92801 -1.29315
C -0.85713 3.19445 -0.80398
O -1.79389 3.40918 -0.11035
N -0.40707 4.21561 -1.66252
H 0.26452 4.01156 -2.53985
C -0.99389 5.59303 -1.54132
C -1.67841 5.84059 -2.74017
C -2.92046 5.10584 -2.88319
C -3.98527 5.29118 -4.04204
C -3.36021 6.17147 -5.16343
C -2.30401 7.03361 -4.61079
C -1.46864 6.71297 -3.70667
H -0.62839 7.19492 -3.48438
H -1.90229 7.80677 -5.48121
H -4.10451 6.32681 -5.60757
H -4.63784 4.68963 -4.07107
H -3.14842 4.41907 -2.08471
H -1.56277 5.44077 -0.65285
H -0.13030 6.47774 -1.53619
C 1.08404 1.84734 -1.64184
H 1.11237 1.00834 -2.30014
H 1.33743 2.51252 -2.34660
C 1.86851 1.36617 -0.34170
H 1.89239 2.36666 0.12839
H 2.89395 1.21252 -0.80928
H -0.96405 0.06833 -1.27053
H -1.83183 1.22935 -0.05451
H -0.33901 -0.08110 1.40384
H 3.93574 -4.71350 2.74009
H 4.84726 -3.34647 3.22777
H 3.84318 -4.47773 4.38603
```